{"formula": "C33H34FN5O2OsS", "method": "wB97M-V/def2-TZVPD", "e_lumo_ev": -7.03, "e_tot_ha": -2290.32833, "homo_ev": -14.05, "charge": 2, "fmax_ev_per_a": 0.17, "relative_energy_kcal_mol": 0.0, "species": ["Os", "C", "N", "C", "C", "C", "C", "C", "N", "C", "C", "C", "C", "C", "C", "H", "H", "H", "H", "H", "H", "H", "H", "H", "H", "H", "C", "O", "C", "O", "N", "N", "H", "H", "H", "H", "H", "H", "N", "S", "C", "C", "C", "C", "C", "C", "C", "C", "C", "C", "C", "C", "H", "H", "H", "H", "H", "H", "H", "H", "H", "H", "H", "F", "C", "C", "C", "C", "C", "C", "C", "H", "H", "H", "H", "H", "H"], "xyz": [[-0.96820, 0.70663, -1.89252], [-1.22699, 2.49169, 0.59987], [-1.71564, 2.00264, -0.71915], [-2.93721, 2.55368, -1.11145], [-3.44326, 2.17804, -2.29792], [-4.68553, 2.36772, -3.00142], [-4.66014, 1.50740, -4.04937], [-3.40240, 0.80920, -3.98721], [-2.67266, 1.22324, -2.98059], [0.26633, 2.66131, 0.69171], [0.94560, 3.49271, -0.19450], [2.31898, 3.65963, -0.09251], [3.02690, 3.00750, 0.91069], [2.35187, 2.20557, 1.82076], [0.97657, 2.03527, 1.71231], [-1.56831, 1.79308, 1.36615], [-1.70500, 3.45665, 0.78054], [-3.43173, 3.24764, -0.44376], [-5.47264, 3.04888, -2.72113], [-5.42040, 1.35209, -4.79645], [-3.06287, 0.02511, -4.64863], [0.39492, 4.02162, -0.96489], [2.83624, 4.31522, -0.78079], [4.09578, 3.14964, 0.99827], [2.89052, 1.72971, 2.63113], [0.44627, 1.42267, 2.43320], [0.49012, -4.15916, -0.85588], [-0.45551, -3.30779, -1.55016], [-0.35271, -2.02132, -1.46181], [-1.19315, -1.32426, -2.09505], [0.64186, -1.45052, -0.76311], [0.46805, -0.06149, -0.50038], [0.19402, -5.17047, -1.10714], [0.41070, -4.00419, 0.22108], [1.49921, -3.96236, -1.21604], [1.06766, -1.97690, -0.00485], [1.38233, 0.38619, -0.46984], [0.00076, -0.04056, 0.44312], [-1.24718, -0.74372, 1.53157], [-1.05102, -1.55770, 2.90161], [0.47626, -2.45461, 2.70678], [0.47073, -3.81747, 2.95341], [1.62719, -4.55767, 2.71685], [2.76417, -3.93271, 2.23126], [2.76397, -2.55834, 1.99200], [1.62182, -1.81311, 2.23603], [-0.58189, -0.33137, 4.11729], [-1.44807, 0.75476, 4.20880], [-1.19583, 1.75047, 5.13589], [-0.08980, 1.65573, 5.97338], [0.74997, 0.55687, 5.89491], [0.50649, -0.45038, 4.96766], [-2.16924, -0.99488, 1.18208], [-0.42460, -4.30065, 3.32469], [1.63387, -5.62072, 2.91648], [3.66215, -4.50921, 2.05332], [3.66549, -2.07001, 1.64412], [1.62268, -0.73596, 2.09631], [-2.31052, 0.81941, 3.55668], [-1.86649, 2.59542, 5.21469], [0.10702, 2.43421, 6.69792], [1.59876, 0.47375, 6.56005], [1.15949, -1.31079, 4.92774], [0.85139, -2.92769, -5.85438], [0.76567, -1.78983, -5.18315], [1.68212, -1.55674, -4.16142], [1.58150, -0.38439, -3.45056], [0.57222, 0.55727, -3.73768], [0.42227, 1.78688, -2.92323], [-0.28498, 0.30345, -4.82478], [-0.20367, -0.87050, -5.54604], [2.46113, -2.28261, -3.97151], [2.30675, -0.16616, -2.67619], [0.00496, 2.63606, -3.46050], [1.30938, 2.05483, -2.35508], [-0.99456, 1.06694, -5.11209], [-0.84990, -1.08053, -6.38714]], "atomic_forces_ev_per_a": [[0.05, -0.13, 0.10], [-0.01, -0.01, -0.02], [-0.03, 0.08, 0.00], [0.02, 0.02, -0.02], [0.03, 0.00, 0.00], [-0.01, -0.01, 0.01], [-0.01, 0.01, -0.01], [0.02, -0.02, 0.01], [0.01, 0.04, -0.01], [0.01, -0.02, 0.00], [0.00, 0.01, -0.01], [-0.01, 0.00, 0.00], [0.00, 0.00, 0.00], [0.00, 0.00, 0.00], [0.01, 0.02, -0.02], [0.02, -0.01, -0.01], [-0.01, -0.01, 0.02], [-0.01, 0.00, 0.00], [0.00, 0.00, 0.00], [0.00, 0.00, 0.00], [0.00, 0.00, -0.01], [0.01, 0.00, 0.00], [0.00, 0.00, 0.00], [0.00, 0.00, 0.00], [0.01, 0.00, 0.00], [0.00, 0.01, -0.01], [-0.03, 0.03, -0.02], [0.02, 0.00, 0.00], [-0.02, -0.01, -0.02], [0.00, 0.03, 0.00], [-0.02, -0.04, -0.04], [0.02, 0.01, -0.02], [0.00, 0.00, 0.00], [0.01, -0.01, -0.02], [0.00, 0.00, 0.00], [0.04, 0.01, 0.00], [0.00, -0.01, 0.02], [-0.05, 0.03, -0.02], [-0.04, 0.00, -0.03], [0.01, -0.02, -0.03], [0.04, 0.00, 0.02], [0.00, 0.00, 0.01], [0.00, 0.00, 0.01], [0.00, -0.01, 0.00], [0.01, 0.00, 0.00], [0.00, 0.01, 0.06], [-0.10, 0.10, -0.02], [0.01, -0.01, 0.01], [0.03, 0.00, 0.03], [-0.03, 0.02, 0.00], [0.02, -0.04, -0.02], [0.00, -0.03, 0.01], [0.00, -0.03, 0.06], [0.00, 0.00, 0.01], [0.00, 0.00, 0.01], [0.00, 0.00, 0.00], [0.01, 0.00, 0.00], [0.01, -0.02, 0.01], [0.01, -0.01, 0.00], [0.00, 0.00, 0.00], [0.00, 0.00, 0.00], [0.00, 0.00, 0.00], [0.02, -0.02, -0.02], [0.00, -0.01, 0.00], [0.03, 0.00, 0.00], [-0.01, 0.00, -0.01], [-0.01, -0.01, 0.02], [0.01, 0.00, -0.03], [-0.04, 0.04, -0.04], [0.00, -0.01, -0.01], [-0.01, 0.01, 0.01], [0.00, 0.00, 0.00], [0.00, 0.01, 0.01], [-0.01, 0.00, 0.00], [0.00, 0.00, 0.01], [-0.01, 0.00, 0.00], [0.00, 0.01, 0.00]]}